Record 1
Entry from the Open Molecules 2025 dataset: an isolated ion of composition C5H8N4 and charge +2 (wB97M-V/def2-TZVPD).

## Properties
E_HOMO   -19.2 eV
Spin multiplicity   1
Frontier orbital gap   8.112 eV
Charge   +2
E   -11251.1569 eV

```
17
Properties=species:S:1:pos:R:3:lowdin_charge:R:1
C -1.11 -1.35 1.03 -0.198
C 0.81 -0.93 -0.16 -0.223
C -0.98 0.98 -0.04 -0.213
C 0.30 0.50 -0.42 0.069
C 2.05 -1.48 -0.77 0.031
N 0.05 -1.68 0.47 0.193
N -2.08 -0.82 1.37 0.250
N 0.05 1.28 0.87 0.290
N -2.10 1.41 -0.37 0.329
H 0.91 0.85 -1.13 0.148
H 2.72 -0.65 -0.79 0.086
H 1.93 -1.92 -1.80 0.146
H 2.41 -2.45 -0.26 0.161
H 0.12 0.91 1.79 0.194
H 0.38 2.26 1.10 0.260
H -2.57 1.47 -1.29 0.206
H -2.90 1.61 0.41 0.271
```

=====

Record 2
Entry from the Open Molecules 2025 dataset: a single C5H8N4O molecule (wB97M-V/def2-TZVPD).

## Properties
E_HOMO (spin up / spin down)   -8.7 / -8.7 eV
Spin multiplicity   1
Frontier orbital gap (spin up / spin down)   8.818 / 8.810 eV
Charge   0
E   -13315.8231 eV

```
18
Properties=species:S:1:pos:R:3:lowdin_charge:R:1
C -1.66 -1.82 0.02 -0.097
C -2.72 -0.97 0.13 -0.004
C 0.10 -0.28 -0.23 -0.141
C 2.52 -0.42 0.04 -0.009
C 1.43 1.70 -0.03 -0.101
N -0.35 -1.42 -0.18 0.082
N -1.59 1.09 -0.04 0.174
N -2.66 0.49 -0.03 -0.444
N 1.26 0.31 -0.33 -0.176
O -3.79 1.01 -0.15 -0.067
H -1.71 -2.94 0.10 0.125
H -3.65 -1.33 0.30 0.075
H 3.25 -0.15 -0.73 0.088
H 2.77 -0.23 1.07 0.082
H 2.08 -1.52 -0.19 0.136
H 0.63 2.42 -0.29 0.086
H 1.64 2.03 1.00 0.089
H 2.43 2.03 -0.45 0.100
```

=====

Record 3
Entry from the Open Molecules 2025 dataset: a 2-piece molecular cluster, C5H8N4O2S overall (wB97M-V/def2-TZVPD).

## Properties
E_HOMO   -8.4 eV
Spin multiplicity   1
Frontier orbital gap   8.086 eV
Charge   0
E   -26200.4003 eV

```
20
Properties=species:S:1:pos:R:3:lowdin_charge:R:1
C 0.70 2.13 -0.69 -0.597
C 0.24 0.72 -0.50 -0.155
C 0.68 -0.28 0.50 -0.387
C 0.56 -2.59 1.35 -0.177
C -0.64 -3.19 2.34 -0.191
H 2.17 1.60 0.71 0.035
H 1.90 3.72 0.68 0.292
H -0.86 -1.77 0.07 0.203
H 1.54 -2.30 1.93 0.144
H 0.82 -3.56 0.83 0.118
H -0.20 -3.88 3.04 0.087
H -1.13 -2.28 2.85 0.124
H -2.20 -4.62 1.75 0.215
N 1.74 2.32 0.13 0.073
N -0.01 2.92 -1.41 -0.231
N -0.76 0.64 -1.48 -0.327
N 0.17 -1.54 0.44 0.046
O 1.57 0.07 1.34 -0.008
O -1.49 -3.83 1.29 -0.214
S -1.24 2.01 -2.17 0.948
```

=====

Record 4
Entry from the Open Molecules 2025 dataset: a single C5H8N4OS molecule (wB97M-V/def2-TZVPD).

## Properties
E_HOMO   -9.0 eV
Spin multiplicity   1
Frontier orbital gap   9.468 eV
Charge   0
E   -24154.7382 eV

```
19
Properties=species:S:1:pos:R:3:lowdin_charge:R:1
N -2.39 -3.00 -0.92 -0.130
N -3.28 -2.24 -1.43 -0.384
N -1.25 -2.41 -0.32 0.013
O 2.04 1.52 0.57 -0.118
S -3.00 -0.67 -1.05 0.944
C -1.44 -1.11 -0.29 -0.534
N -0.35 -0.19 0.08 -0.138
C 0.91 2.02 -0.18 -0.139
C 1.88 0.22 1.07 -0.182
C -0.51 1.31 0.07 -0.096
C 0.99 -0.76 0.20 -0.131
H 1.08 1.86 -1.26 0.122
H 0.89 3.07 0.00 0.106
H 1.48 0.16 2.08 0.126
H 2.81 -0.24 1.07 0.096
H -1.29 1.50 -0.69 0.096
H -0.83 1.56 1.10 0.118
H 1.38 -0.87 -0.78 0.111
H 0.87 -1.75 0.66 0.117
```

=====

Record 5
Entry from the Open Molecules 2025 dataset: a single C5H8N6 molecule (wB97M-V/def2-TZVPD).

## Properties
E_HOMO   -9.3 eV
Spin multiplicity   1
Frontier orbital gap   8.584 eV
Charge   0
E   -14252.5663 eV

```
19
Properties=species:S:1:pos:R:3:lowdin_charge:R:1
N 0.46 2.93 2.14 0.101
C 0.07 1.90 2.75 -0.252
C -0.95 0.93 2.19 -0.124
C -0.55 0.19 0.95 -0.329
N -0.02 0.85 -0.08 0.119
N 0.29 0.17 -1.16 0.105
C 0.05 -1.14 -1.15 -0.322
C 0.45 -1.96 -2.37 -0.230
N 0.64 -1.23 -3.60 -0.002
N -0.50 -1.81 -0.14 0.099
N -0.80 -1.13 0.94 0.098
H 1.13 3.44 2.71 0.048
H 0.43 1.66 3.76 0.106
H -1.16 0.18 2.96 0.103
H -1.89 1.45 2.00 0.124
H -0.29 -2.74 -2.49 0.110
H 1.40 -2.44 -2.11 0.118
H -0.18 -0.67 -3.81 0.066
H 1.41 -0.59 -3.50 0.061
```

=====

Record 6
Entry from the Open Molecules 2025 dataset: an isolated ion of composition C5H8NO and charge +1 (wB97M-V/def2-TZVPD).

## Properties
E_HOMO   -14.8 eV
Spin multiplicity   1
Frontier orbital gap   9.853 eV
Charge   +1
E   -8839.6001 eV

```
15
Properties=species:S:1:pos:R:3:lowdin_charge:R:1
C -2.24 0.88 -0.09 -0.003
C -2.17 -1.30 0.21 0.070
C -0.94 0.49 -0.07 0.015
C 2.53 0.68 -0.27 -0.002
C 1.31 -0.20 0.09 -0.122
N -2.80 -0.31 -0.27 0.068
O 0.16 0.32 -0.62 0.086
H -2.77 1.61 0.50 0.158
H -2.24 -2.24 -0.22 0.096
H -1.84 -1.12 1.24 0.129
H 2.23 1.20 -1.20 0.112
H 2.84 1.32 0.42 0.038
H 3.34 0.10 -0.58 0.072
H 1.30 -0.15 1.16 0.126
H 1.30 -1.25 -0.28 0.157
```

=====

Record 7
Entry from the Open Molecules 2025 dataset: an isolated ion of composition C5H8NO and charge +1 (wB97M-V/def2-TZVPD).

## Properties
E_HOMO   -13.8 eV
Spin multiplicity   1
Frontier orbital gap   9.018 eV
Charge   +1
E   -8841.6126 eV

```
15
Properties=species:S:1:pos:R:3:lowdin_charge:R:1
C 0.16 1.45 0.05 0.039
C 0.89 0.34 0.00 -0.255
C -2.54 -0.61 -0.13 0.204
C -0.11 -0.83 0.18 0.016
C 2.36 0.18 -0.03 -0.017
N -1.41 -0.11 0.07 -0.124
O -1.26 1.22 0.11 0.054
H 0.38 2.39 -0.22 0.107
H -3.38 0.12 -0.30 0.159
H -2.79 -1.68 -0.29 0.152
H -0.17 -1.60 -0.64 0.177
H 0.10 -1.17 1.15 0.133
H 2.69 1.18 0.27 0.101
H 2.40 -0.35 -1.02 0.123
H 2.68 -0.54 0.82 0.131
```

=====

Record 8
Entry from the Open Molecules 2025 dataset: an isolated ion of composition C5H8NO and charge +1 (wB97M-V/def2-TZVPD).

## Properties
E_HOMO (spin up / spin down)   -14.6 / -14.6 eV
Spin multiplicity   1
Frontier orbital gap (spin up / spin down)   8.573 / 8.574 eV
Charge   +1
E   -8840.9825 eV

```
15
Properties=species:S:1:pos:R:3:lowdin_charge:R:1
C -2.19 -0.35 0.00 -0.058
C -0.56 -2.02 0.02 -0.114
C -1.40 0.70 -0.01 0.103
C -0.94 1.98 -0.16 -0.038
C 1.79 -1.10 -0.01 -0.092
N 0.38 -1.13 0.08 0.034
O -1.90 -1.69 0.06 0.026
H -3.29 -0.20 0.17 0.191
H -0.55 -3.15 0.13 0.186
H -0.33 2.28 0.76 0.152
H -0.58 2.21 -1.23 0.163
H -1.78 2.62 -0.34 0.126
H 2.07 -0.32 0.66 0.069
H 2.34 -2.06 0.29 0.121
H 2.15 -0.78 -1.07 0.130
```

=====

Record 9
Entry from the Open Molecules 2025 dataset: a 2-piece molecular cluster, C5H8NO3PS2 overall (wB97M-V/def2-TZVPD).

## Properties
E_HOMO   -8.2 eV
Spin multiplicity   1
Frontier orbital gap   7.741 eV
Charge   0
E   -43904.6764 eV

```
20
Properties=species:S:1:pos:R:3:lowdin_charge:R:1
C -3.70 0.18 2.37 -0.461
C -2.64 0.49 3.09 -0.511
C -1.76 0.67 0.66 -1.080
C 1.26 -1.39 -0.09 -0.120
C 0.97 2.08 -2.57 -0.123
N -1.23 0.80 -0.46 -0.031
O 1.87 1.39 1.15 -0.276
O 1.53 -0.24 -0.88 -0.315
O 1.47 2.24 -1.26 -0.244
P 1.21 1.18 -0.16 0.622
S -3.50 0.33 0.57 0.905
S -1.08 0.83 2.31 0.920
H -4.61 -0.26 2.63 0.039
H -2.81 0.56 4.17 0.078
H 0.11 -1.44 -0.04 0.093
H 1.68 -1.12 0.90 0.072
H 1.82 -2.20 -0.77 0.140
H -0.23 2.02 -2.42 0.125
H 1.31 1.16 -3.03 0.077
H 1.29 2.90 -3.23 0.090
```

=====

Record 10
Entry from the Open Molecules 2025 dataset: an isolated ion of composition C5H8NOS and charge +1 (wB97M-V/def2-TZVPD).

## Properties
E_HOMO   -14.0 eV
Spin multiplicity   1
Frontier orbital gap   10.168 eV
Charge   +1
E   -19679.0829 eV

```
16
Properties=species:S:1:pos:R:3:lowdin_charge:R:1
C -2.46 0.64 0.25 -0.670
C 0.29 -1.17 -0.25 -0.203
C 0.26 0.13 -0.96 -0.137
C -1.09 0.63 0.87 -0.183
C -0.91 -1.15 0.64 -0.314
N -0.08 1.17 0.04 0.082
O -2.97 1.56 -0.28 0.108
S -2.62 -1.08 -0.20 1.047
H 0.39 -1.93 -1.08 0.163
H 1.16 -1.28 0.42 0.140
H 1.17 0.35 -1.63 0.183
H -0.57 0.06 -1.59 0.097
H -0.97 0.96 1.86 0.148
H -0.83 -1.71 1.53 0.095
H 0.64 1.45 0.75 0.222
H -0.31 2.07 -0.45 0.222
```

=====

Record 11
Entry from the Open Molecules 2025 dataset: a single C5H8NP molecule (wB97M-V/def2-TZVPD).

## Properties
E_HOMO   -8.4 eV
Spin multiplicity   1
Frontier orbital gap   8.269 eV
Charge   0
E   -16091.4052 eV

```
15
Properties=species:S:1:pos:R:3:lowdin_charge:R:1
C -1.83 1.24 -0.27 -0.178
C -2.25 -0.97 -0.15 -0.318
C -0.45 0.75 -0.33 -0.459
C 0.82 1.61 -0.54 -0.097
C 0.51 -1.67 0.79 -0.228
N -2.74 0.27 -0.12 -0.052
P -0.52 -0.93 -0.68 0.961
H -2.22 2.18 -0.34 0.072
H -2.91 -1.80 -0.15 0.044
H 0.88 2.31 0.23 0.038
H 0.52 2.20 -1.45 0.091
H 1.77 1.11 -0.60 0.058
H 1.58 -1.56 0.52 0.028
H 0.34 -2.66 1.19 0.022
H 0.23 -0.89 1.49 0.018
```

=====

Record 12
Entry from the Open Molecules 2025 dataset: a single C5H8O molecule (wB97M-V/def2-TZVPD).

## Properties
E_HOMO (spin up / spin down)   -9.1 / -8.9 eV
Spin multiplicity   1
Frontier orbital gap (spin up / spin down)   8.645 / 8.204 eV
Charge   0
E   -7357.1800 eV

```
14
Properties=species:S:1:pos:R:3:lowdin_charge:R:1
C -1.75 -0.74 0.02 -0.043
C -0.76 0.41 -0.06 -0.521
O -0.39 0.90 1.18 -0.110
C 1.45 1.06 0.04 0.071
C 1.61 -0.31 0.41 -0.075
C 0.62 0.14 -0.70 -0.191
H -2.67 -0.42 0.53 0.081
H -1.32 -1.58 0.58 0.079
H -2.02 -1.09 -0.98 0.079
H -1.19 1.20 -0.69 0.137
H 2.14 1.89 -0.17 0.129
H 2.55 -0.83 0.28 0.111
H 1.01 -0.55 1.29 0.118
H 0.75 -0.07 -1.75 0.136
```